No. 1
Molecular formula: C18H26N2O5S
Method: DFT, wB97M-V/def2-TZVPD

## Properties
SMILES = COc1ccc(OC)c(S(=O)(=O)N2CCC(C(=O)N3CCCC3)CC2)c1
Net charge = 0
HOMO level = -8.52 eV
F_max = 0.01957 Eh/bohr
Energy above the lowest of the compared OMol25 structures with the same formula, charge and spin = 1.645 eV
Kohn-Sham gap = 0.3365 Eh
Energy = -1585.38040 a.u.

Cartesian coordinates (Å):
C 2.197 1.974 -0.238
C 2.209 3.094 1.887
H -0.104 4.487 2.122
H -4.323 -2.037 2.412
H 1.803 -0.721 -2.483
H -4.213 -1.835 -0.470
H -2.768 0.087 -0.914
H -2.217 -2.121 -2.061
H -2.007 -3.967 1.929
C 3.186 2.195 2.324
C -3.751 -2.794 -0.206
C -1.886 -0.056 -1.541
H 1.229 -0.956 -0.813
O 3.587 0.046 -0.614
H -4.444 -4.597 0.765
H 5.083 -0.652 -1.758
H 5.585 0.631 -0.622
C 0.928 -0.696 -1.834
O 2.499 1.608 -2.858
N 0.397 0.648 -1.891
H -4.165 -3.699 3.004
H -5.638 -3.292 0.780
H -2.132 0.240 -2.562
C 0.842 4.974 2.376
O 0.721 3.101 -2.067
O 1.813 4.035 2.780
H 0.695 5.629 3.233
H 4.401 0.507 1.834
C -0.752 0.833 -1.038
H -1.031 1.886 -1.101
S 1.482 1.894 -1.890
H 0.246 -2.695 -2.206
H -3.659 -3.395 -1.115
O -0.343 -1.905 0.577
C -1.455 -1.532 -1.543
C -2.476 -2.983 1.820
H -1.904 -2.267 2.412
C 1.716 2.969 0.593
H -0.510 0.580 0.005
C -1.348 -2.023 -0.102
H 1.187 5.563 1.521
C 4.799 0.297 -1.307
C -0.136 -1.679 -2.315
C 3.654 1.205 1.488
C -4.577 -3.519 0.860
H -0.338 -1.493 -3.372
N -2.461 -2.580 0.421
C 3.159 1.074 0.189
H 3.562 2.295 3.330
H 0.975 3.632 0.180
H 4.640 1.044 -2.089
C -3.958 -3.035 2.168

=====

No. 2
Molecular formula: C18H26N3SiV
Method: DFT, wB97M-V/def2-TZVPD

## Properties
Net charge = +2
HOMO level (alpha / beta) = -14.95 / -13.76 eV
F_max = 0.01950 Eh/bohr
2S+1 = 3
Kohn-Sham gap (alpha / beta) = 0.2811 / 0.2886 Eh
<S²> = 2.45
Energy = -2098.69028 a.u.

Cartesian coordinates (Å):
H -0.663 -2.400 0.610
H 2.039 4.280 -1.270
H 2.617 -2.251 1.497
H 3.608 2.513 3.096
H 1.441 1.879 2.302
C -1.553 3.374 0.792
H -4.736 4.552 0.657
H 4.994 4.113 1.821
C -1.533 -1.026 2.682
H -0.351 2.861 -1.713
H -4.442 4.511 3.110
H -2.306 3.757 4.096
C 0.931 -1.447 -0.510
H -2.914 3.826 -0.827
N -0.105 -0.565 2.758
C 4.038 3.794 1.426
C -1.403 3.354 2.187
C -2.439 3.751 3.021
C 3.263 2.901 2.147
C -0.540 -1.641 -0.158
H -2.084 -0.632 3.532
H -1.082 -1.999 -1.032
C 1.535 3.010 0.403
H -2.657 0.424 1.518
H 1.016 -0.913 -1.455
V 0.400 0.866 1.236
C -3.638 4.180 2.464
H 1.429 -2.410 -0.630
H -2.946 -1.249 1.050
C 2.366 3.881 -0.318
H 4.202 4.976 -0.356
N 1.633 -0.617 0.518
H -0.448 3.095 2.643
C -2.180 -0.546 1.377
C 2.038 2.519 1.619
H 2.467 -0.231 0.081
N -1.129 -0.362 0.341
Si -0.215 2.702 -0.258
H 2.789 -0.678 2.258
H -1.561 -2.109 2.765
C -3.804 4.205 1.084
H 1.296 -1.907 3.666
H 0.021 -0.114 3.659
H 0.406 -2.575 2.329
C -2.772 3.799 0.248
C 0.911 -1.677 2.675
C 3.592 4.276 0.199
C 2.081 -1.335 1.750
H -1.558 0.112 -0.445

=====

No. 3
Molecular formula: C18H26N4O2S2
Method: DFT, wB97M-V/def2-TZVPD

## Properties
Net charge = 0
HOMO level = -8.88 eV
F_max = 0.02075 Eh/bohr
Kohn-Sham gap = 0.3119 Eh
Energy = -1867.32174 a.u.

Cartesian coordinates (Å):
H -4.872 0.897 1.110
H -2.970 -0.381 2.066
C -4.948 -2.734 -1.533
H 3.871 -3.173 2.882
H 2.988 -0.215 0.003
H -6.235 -0.860 1.549
C -1.602 -0.079 0.396
H -4.037 1.109 -0.406
O 3.455 2.748 -0.894
H -3.499 -1.165 -1.728
H 0.707 -0.339 -1.719
H 3.249 2.896 1.110
H -1.892 -0.633 -0.486
C 2.718 -0.226 -1.044
H 5.697 2.649 1.623
C -4.763 -0.857 -0.032
C 0.741 0.906 0.059
H 4.961 4.932 -0.396
N 4.117 -3.833 -0.201
H -1.008 1.418 -1.062
C 1.330 0.426 -1.262
H -0.965 -0.694 1.022
C 4.003 3.152 0.364
C -5.875 -1.395 0.682
H -1.022 2.007 0.571
S -5.634 -4.710 -2.625
H 1.447 1.244 -1.964
H 0.974 0.169 0.823
H -7.350 -2.923 0.883
O 3.156 -2.325 1.080
N -6.529 -4.383 -1.338
C -6.506 -2.546 0.332
N -4.617 -3.463 -2.598
C 3.829 -3.221 1.814
H 4.626 4.985 1.342
C -2.847 0.291 1.223
H 5.095 1.306 0.639
C 4.240 4.653 0.377
S 2.652 -1.988 -1.535
H 4.101 2.966 -1.575
N 4.390 -4.136 1.106
H 6.034 2.591 -0.114
C 5.282 2.380 0.651
C -0.771 1.142 -0.037
H 3.495 0.257 -1.617
H 3.313 5.189 0.170
C 3.382 -2.772 -0.187
H -2.649 1.267 1.661
C -4.318 -1.530 -1.130
H 1.260 1.825 0.319
C -4.152 0.435 0.439
C -6.051 -3.260 -0.810

=====

No. 4
Molecular formula: C18H26N4O6S
Method: DFT, wB97M-V/def2-TZVPD

## Properties
SMILES = CN(CCCNC(=O)c1cnc(C2OCCO2)s1)C(=O)CCN1CCOCC1=O
Net charge = 0
HOMO level = -9.19 eV
F_max = 0.00997 Eh/bohr
Energy above the lowest of the compared OMol25 structures with the same formula, charge and spin = 0.701 eV
Kohn-Sham gap = 0.3303 Eh
Energy = -1770.15779 a.u.

Cartesian coordinates (Å):
C -0.293 -0.345 -1.850
O 4.591 5.337 0.394
N -1.685 0.068 -1.854
H -1.574 1.833 -0.705
C 2.219 -0.149 1.787
N 4.679 2.414 0.637
C 5.958 5.163 0.005
H -3.573 -2.173 2.718
H -3.339 -4.203 -2.073
C -2.408 -2.279 -2.054
C -5.383 -3.653 -0.294
H -6.424 -4.635 1.267
C -1.940 1.486 -1.675
H -4.796 -1.471 1.631
H -2.060 -2.450 -3.077
H 4.544 0.368 0.104
C 4.032 3.232 1.421
H 0.282 0.438 -2.350
H -0.295 -1.366 0.051
O -6.049 -4.097 -1.215
H -2.771 -1.790 0.379
C 6.669 4.722 1.295
H 6.313 6.119 -0.374
C 3.029 1.045 1.495
H -1.441 2.058 -2.460
H 7.463 5.400 1.602
C -3.614 -3.172 -1.829
H 7.060 3.708 1.205
N -4.150 -3.117 -0.471
O -3.895 -0.422 -1.855
H 6.032 4.401 -0.770
C 4.115 1.177 0.679
O 1.496 -0.214 2.759
H 3.666 5.204 2.199
C 0.265 -0.569 -0.447
C -3.327 -2.690 0.649
S 2.701 2.549 2.254
C 1.746 -0.922 -0.483
H 0.117 0.334 0.153
N 2.321 -1.180 0.847
C -4.194 -2.364 1.844
H -6.747 -2.899 1.136
H -3.010 1.658 -1.728
C 4.428 4.682 1.618
H -2.603 -3.469 0.919
H 1.912 -1.818 -1.084
C -2.737 -0.799 -1.907
H 1.867 -1.989 1.260
H -0.168 -1.245 -2.454
O -5.026 -3.460 2.151
H -1.581 -2.563 -1.401
C -5.959 -3.664 1.113
H 2.307 -0.116 -0.957
O 5.651 4.776 2.296
H -4.418 -2.886 -2.503

=====

No. 5
Molecular formula: C18H26N5O4PtS2
Method: DFT, wB97M-V/def2-TZVPD

## Properties
Net charge = +1
HOMO level = -10.45 eV
F_max = 0.02403 Eh/bohr
Energy above the lowest of the compared OMol25 structures with the same formula, charge and spin = 0.199 eV
Kohn-Sham gap = 0.2954 Eh
Energy = -2191.72737 a.u.

Cartesian coordinates (Å):
C -0.131 3.982 0.057
N -1.859 -1.916 0.342
S -4.580 2.441 0.072
H 5.337 0.137 1.989
N -1.943 2.443 -0.047
C -0.661 2.601 0.015
H 3.082 -2.102 -0.966
C 1.696 5.570 0.160
C 5.000 -1.350 -0.220
C -0.573 6.362 0.022
N -2.322 1.097 -0.063
C 1.239 4.257 0.153
C 0.795 6.613 0.092
H 2.761 5.746 0.232
C 3.476 -1.599 -0.088
C 4.739 0.634 1.226
H 1.636 2.440 0.304
C -1.006 -3.095 0.640
O 1.258 -3.678 0.271
Pt -0.786 -0.219 0.015
H 4.956 0.508 -2.151
H 3.042 -0.385 2.140
H -6.075 0.463 -1.615
C 3.008 0.484 -1.096
C 3.231 0.299 1.314
O 0.448 -1.830 -0.719
H 5.583 -1.822 0.568
C -1.023 5.060 0.005
H -1.463 -4.006 0.258
H -6.939 2.207 -0.124
H 4.689 1.910 -1.093
H 2.666 1.207 1.508
N 2.767 -0.333 0.088
C 0.376 -2.880 0.030
H 3.268 -2.251 0.757
C -6.068 0.274 -0.543
H -2.385 -2.078 -0.513
H 2.675 -0.092 -1.958
H -2.081 4.847 -0.057
N 5.224 0.134 -0.106
H -1.277 7.181 -0.020
H -6.336 1.351 1.309
H 6.219 0.328 -0.183
C 4.505 0.844 -1.219
S -4.495 -0.511 -0.102
O 0.182 1.595 0.084
O 2.164 3.265 0.263
C -6.153 1.555 0.255
H 2.420 1.391 -1.068
H 5.402 -1.654 -1.185
C -3.610 0.993 -0.001
H 1.159 7.633 0.103
H -2.530 -1.790 1.093
H -6.860 -0.429 -0.291
H 4.937 1.704 1.255
H -0.895 -3.197 1.718